Here is 11 unconnected molecules or ions with the total composition C24H70O11 in a non-equilibrium geometry from OMol25. Energies are from ωB97M-V with the def2-TZVPD basis set.

Structure (XYZ):
```
105
Properties=species:S:1:pos:R:3:mulliken_charge:R:1
C -0.14695 -0.90075 -0.54965 -0.504
C 0.63846 0.30597 -0.95089 1.158
C 1.07496 1.11856 0.25850 -0.387
O 1.81490 -0.13235 -1.58555 -0.113
H 0.37897 -1.61882 0.07955 0.328
H -0.42567 -1.42800 -1.46202 -0.201
H -1.11978 -0.68542 -0.10768 0.002
H -0.00945 0.89394 -1.60098 -0.184
H 1.56073 2.04691 -0.04202 0.030
H 1.70396 0.56834 0.95829 -0.273
H 0.16377 1.55893 0.66336 -0.131
H 1.49792 -0.68936 -2.30030 0.202
C -5.09336 0.60305 0.29476 -0.700
C -5.31098 -0.90809 0.26488 0.978
C -6.75505 -1.28322 -0.10205 -1.648
O -4.31508 -1.49558 -0.57990 -0.598
H -5.06850 1.12794 -0.66021 0.397
H -4.11378 0.78215 0.73799 -0.292
H -5.86017 1.02086 0.94708 0.391
H -5.08150 -1.30171 1.25509 -0.024
H -6.94351 -2.35306 -0.19166 0.368
H -7.00349 -0.90381 -1.09323 0.352
H -7.49026 -0.90153 0.60638 0.380
H -3.66261 -1.93457 -0.02928 0.362
C -1.35144 0.47914 2.94662 -0.997
C -0.26472 -0.59636 3.22152 0.095
O -0.91786 -1.88770 3.09220 -0.559
H -0.96171 1.48835 3.07961 0.459
H -2.11378 0.45389 3.72528 0.512
H -1.78464 0.52415 1.94741 -0.208
H -0.01151 -0.61726 4.28149 0.498
H 0.58610 -0.46264 2.55345 -0.121
H -0.34107 -2.53737 3.50069 0.219
C -2.82868 -4.78713 2.41734 -1.271
C -3.58348 -3.58538 1.79445 -0.362
O -2.64232 -2.86402 1.07366 0.212
H -3.61577 -5.32725 2.94353 0.445
H -2.01478 -4.50733 3.08621 0.208
H -2.52408 -5.52855 1.67868 0.290
H -3.96722 -2.96413 2.60370 0.384
H -4.46481 -3.91881 1.24657 0.371
H -2.09208 -2.37743 1.69176 -0.033
C 5.73540 1.06879 3.82959 -1.069
C 4.18362 1.06053 4.12665 0.215
O 3.78001 2.18952 4.83447 -0.556
H 6.02959 1.91544 3.20932 0.280
H 5.90795 0.16677 3.24248 0.233
H 6.35931 0.94889 4.71528 0.369
H 4.05875 0.18792 4.76778 0.449
H 3.55633 0.96741 3.24013 -0.183
H 2.97247 1.93566 5.28728 0.307
C 4.15406 -2.34700 -0.25958 -0.909
C 4.36189 -1.06564 0.61690 0.250
O 4.29882 0.08453 -0.23085 -0.636
H 4.93874 -2.31855 -1.01560 0.294
H 3.19799 -2.33340 -0.78286 0.006
H 4.16580 -3.27855 0.30627 0.398
H 5.34773 -1.12260 1.07839 0.307
H 3.62559 -0.92167 1.40762 -0.057
H 3.45657 -0.02646 -0.67791 0.176
C 3.32454 3.93793 1.59693 -0.915
C 3.04372 4.74419 0.40432 -0.103
O 1.76064 5.25874 0.43040 -0.492
H 3.33044 4.58853 2.47145 0.404
H 4.26110 3.38621 1.51601 0.313
H 2.47181 3.28659 1.78851 0.064
H 3.14643 4.16331 -0.51227 -0.040
H 3.77973 5.54332 0.31617 0.472
H 1.58060 5.79474 -0.34542 0.289
C -1.34642 -1.63254 -4.43351 -1.037
C -0.01766 -0.87765 -4.22970 0.226
O 0.93008 -1.70901 -3.59295 -0.607
H -1.82176 -1.85626 -3.47847 0.088
H -1.26960 -2.53204 -5.04432 0.325
H -2.05118 -0.96231 -4.92564 0.398
H -0.21317 0.02716 -3.65420 -0.197
H 0.42850 -0.64100 -5.19563 0.542
H 1.19992 -2.36424 -4.24062 0.321
C 1.90967 2.73141 -3.06657 -0.235
C 1.40540 3.25194 -4.44254 -0.504
O 0.74133 4.49808 -4.31220 -0.526
H 2.61212 3.43978 -2.62741 0.339
H 2.54117 1.85255 -3.19659 0.308
H 1.05868 2.57149 -2.40450 -0.323
H 0.63257 2.62236 -4.88349 0.264
H 2.21466 3.33449 -5.16805 0.354
H 0.43354 4.74075 -5.18854 0.299
C -1.33014 3.96516 -0.04824 -0.735
C -2.76086 3.54014 0.32104 0.126
O -3.36745 4.67737 1.06331 -0.565
H -1.28328 4.98350 -0.43410 0.428
H -0.94062 3.35203 -0.86093 0.072
H -0.60973 3.83082 0.75865 0.261
H -2.79843 2.62089 0.90555 -0.077
H -3.39918 3.33382 -0.53808 0.300
H -4.31395 4.51825 1.04353 0.290
C 0.29877 -5.57312 -2.28147 -1.467
C -0.15282 -4.24202 -1.59427 0.901
O -0.78863 -4.67948 -0.36363 -0.606
H 0.93959 -5.40345 -3.14672 0.353
H -0.52750 -6.16773 -2.67111 0.356
H 0.82866 -6.22149 -1.58366 0.350
H -0.90083 -3.73292 -2.20203 -0.056
H 0.69170 -3.60294 -1.33647 -0.143
H -1.34249 -3.98349 -0.00250 0.273
```

The multiplicity is 1. The calculated total energy comes out at -48542.5721 eV. The calculation puts the LUMO energy at 0.36 eV. The value obtained for the highest occupied orbital energy is -9.72 eV.



Here is a molecular structure, C24H71AsF6N13O9 in a non-equilibrium geometry from OMol25. Energies are from ωB97M-V with the def2-TZVPD basis set.

Structure (XYZ):
```
124
Properties=species:S:1:pos:R:3:mulliken_charge:R:1
As 1.17374 0.22753 0.30046 1.795
F -0.43617 -0.39510 0.11721 -0.275
F 1.78774 -1.34960 -0.17112 -0.581
F 2.80899 0.77163 0.34269 -0.365
F 0.50591 1.81188 0.55217 -0.235
F 1.29304 -0.25812 1.94730 -0.379
F 1.06843 0.63567 -1.42657 -0.731
C 3.47925 3.19172 4.52820 -1.557
C 2.91818 2.97075 3.11624 1.322
C 2.33323 4.23719 2.52276 -0.522
O 1.59307 4.99734 3.45171 -0.372
C 0.85952 6.01685 2.84352 -0.798
N 4.03776 2.42442 2.36439 -0.762
H 3.90842 2.34037 5.05480 0.396
H 2.66308 3.56897 5.15133 0.350
H 4.24449 3.96934 4.46181 0.339
H 2.13033 2.20490 3.22211 -0.091
H 1.66476 3.93372 1.70829 0.089
H 3.20281 4.79277 2.14098 0.293
H -0.22342 5.87185 2.86121 0.268
H 1.17560 6.29449 1.83258 0.339
H 1.03095 6.96153 3.37898 0.291
H 3.82731 2.21311 1.39322 -0.022
H 4.17896 1.46535 2.67613 0.350
C -2.68336 -1.77377 -5.19507 -1.370
C -1.98268 -2.86775 -4.38591 0.208
C -0.58043 -2.48253 -3.94374 0.018
O 0.20099 -3.62967 -3.72154 -0.451
C 1.49290 -3.29043 -3.34805 -0.280
N -2.75849 -3.15658 -3.14126 -0.530
H -2.23852 -0.83276 -4.82929 0.263
H -3.72132 -1.58724 -4.92921 0.336
H -2.48630 -1.80040 -6.26658 0.393
H -1.91764 -3.80638 -4.94010 0.358
H -0.56057 -1.76190 -3.11302 -0.077
H -0.17641 -1.93350 -4.81881 0.387
H 1.52257 -2.53532 -2.55113 -0.356
H 2.12484 -2.86506 -4.14157 0.412
H 2.04244 -4.13825 -2.94015 0.347
H -3.72557 -3.26183 -3.42743 0.323
H -2.72021 -2.35858 -2.50950 -0.034
C -2.84931 -2.05200 1.89774 -0.885
C -4.13492 -2.82295 2.15030 0.291
C -4.65702 -2.61536 3.55011 -0.935
O -3.76779 -3.08995 4.52502 -0.274
C -4.22472 -2.75922 5.82161 -0.734
N -5.12893 -2.52834 1.13681 -0.673
H -2.04223 -2.51955 2.48476 0.464
H -2.89271 -1.01921 2.25326 0.371
H -2.40545 -2.16551 0.90953 -0.012
H -3.98206 -3.90562 2.06378 0.377
H -5.64925 -3.07268 3.66194 0.433
H -4.80892 -1.53206 3.71554 0.278
H -3.51785 -3.07305 6.58252 0.239
H -5.20755 -3.22769 5.96476 0.276
H -4.36054 -1.66957 5.86835 0.323
H -4.97256 -2.93844 0.22589 0.366
H -5.17933 -1.54039 0.90221 0.098
C -4.06045 0.74000 -3.04441 -1.766
C -4.20084 0.71412 -1.52440 1.613
C -5.61632 0.46761 -1.04636 -1.123
O -5.84248 0.44147 0.35924 -0.391
C -5.36512 1.56347 1.05789 -0.487
N -3.22775 -0.20785 -0.91937 0.513
H -4.50699 -0.13321 -3.51720 0.225
H -2.97865 0.77774 -3.16901 0.368
H -4.55475 1.62428 -3.44494 0.489
H -3.93810 1.71481 -1.17296 -0.241
H -5.96724 -0.53165 -1.33656 0.352
H -6.35949 1.13549 -1.50474 0.329
H -4.26474 1.55149 1.12528 -0.026
H -5.69218 1.61196 2.09248 0.338
H -5.53657 2.47601 0.47350 0.373
H -2.27518 0.08673 -1.10877 -0.361
H -3.29391 -0.18002 0.09194 -0.262
C 5.35772 -1.28319 -1.20673 -1.132
C 5.41005 -0.54609 -2.56483 0.016
C 3.97157 -0.21915 -2.97892 1.260
O 4.11084 0.36474 -4.27154 -0.485
C 2.95053 0.94395 -4.79527 -0.466
N 6.22263 0.63604 -2.34751 -0.714
H 4.93561 -0.64822 -0.43129 0.034
H 6.35635 -1.64431 -0.96635 0.385
H 4.74301 -2.17281 -1.37235 0.360
H 5.82112 -1.24975 -3.28888 0.380
H 3.44217 0.52096 -2.37863 -0.374
H 3.44700 -1.18375 -2.96717 -0.369
H 2.63974 1.94639 -4.48432 0.232
H 2.07557 0.29121 -4.64227 0.044
H 3.07164 0.96245 -5.88267 0.332
H 6.08952 1.31161 -3.09341 0.377
H 6.01481 1.12203 -1.48707 0.200
C -0.12356 -4.30835 0.44689 0.414
O -0.84108 -5.28270 0.30615 -0.689
N -0.02964 -3.27220 -0.45506 0.410
N 0.47534 -3.99565 1.65726 -0.218
H -0.63303 -3.20460 -1.25431 -0.090
H 0.88794 -2.86405 -0.48936 -0.067
H 0.49364 -2.99939 1.79895 0.096
H 0.56957 -4.66587 2.39198 0.207
C 3.47672 -2.69522 5.31194 0.567
O 3.87043 -3.06855 6.41288 -0.673
N 3.67968 -3.45494 4.17895 -0.347
N 2.89117 -1.47372 5.09869 -0.329
H 4.11768 -4.33560 4.37147 0.206
H 3.22007 -3.25053 3.31157 0.194
H 2.74105 -0.88437 5.89348 0.173
H 2.49042 -1.27058 4.20101 0.201
C -2.06684 4.02130 -0.53870 0.453
O -2.98361 4.79883 -0.76420 -0.723
N -1.31708 3.45701 -1.55259 -0.140
N -1.80669 3.46227 0.68698 -0.153
H -1.47654 3.83717 -2.46598 0.183
H -0.56759 2.83446 -1.30931 -0.041
H -2.46482 3.56911 1.43368 0.202
H -0.97279 2.93475 0.86593 0.186
C 3.10617 3.85176 -1.83080 0.324
O 3.31220 5.00249 -2.18642 -0.751
N 4.08081 3.10351 -1.24342 0.165
N 1.93135 3.20900 -2.09203 0.320
H 4.96859 3.52383 -1.04953 0.207
H 3.90605 2.16916 -0.91904 -0.408
H 1.21164 3.63911 -2.64258 0.197
H 1.59653 2.32301 -1.70901 -0.191
```

Its total charge is -1. The multiplicity is 1. The calculated total energy comes out at -140989.8650 eV. The calculation puts the LUMO energy at 2.09 eV. The value obtained for the highest occupied orbital energy is -6.91 eV.